# 1
Here is a single C17H26FNOS molecule from the Open Molecules 2025 dataset. Energies are from ωB97M-V with the def2-TZVPD basis set.

## Properties
**ΔE to the lowest compared entry with this formula, charge and spin**: 0.7 kcal per mole
**LUMO energy**: 0.738 eV
**HOMO-LUMO gap**: 8.86 eV
**E_HOMO**: -8.13 eV
**SMILES**: CSCCCN1CCC[C@@](CO)(Cc2ccccc2F)C1

ORCA input file:
```
! RIJCOSX wB97M-V def2-TZVPD def2/J DEFGRID3
* xyz 0 1
C 1.02 3.09 0.04
S 2.69 3.12 -0.67
C 2.99 1.36 -1.06
C 3.65 0.57 0.07
C 2.61 0.05 1.07
N 1.69 -0.86 0.40
C 2.11 -2.24 0.47
C 1.29 -3.08 -0.51
C -0.20 -2.92 -0.25
C -0.62 -1.44 -0.16
C -0.53 -0.79 -1.55
O -0.67 0.62 -1.46
C -2.08 -1.39 0.36
C -2.67 -0.01 0.42
C -2.49 0.82 1.52
C -3.02 2.09 1.55
C -3.76 2.57 0.49
C -3.98 1.76 -0.61
C -3.44 0.49 -0.62
F -3.67 -0.29 -1.71
C 0.31 -0.72 0.82
H 0.59 4.07 -0.15
H 1.07 2.92 1.12
H 0.43 2.32 -0.44
H 2.04 0.91 -1.33
H 3.65 1.38 -1.93
H 4.37 1.20 0.59
H 4.18 -0.28 -0.37
H 3.13 -0.44 1.91
H 2.06 0.89 1.47
H 3.17 -2.30 0.21
H 1.98 -2.65 1.49
H 1.53 -2.77 -1.53
H 1.57 -4.13 -0.41
H -0.78 -3.42 -1.03
H -0.44 -3.40 0.70
H -1.31 -1.21 -2.19
H 0.45 -1.02 -1.99
H -0.82 0.96 -2.35
H -2.69 -2.02 -0.30
H -2.10 -1.83 1.36
H -1.92 0.45 2.36
H -2.85 2.72 2.42
H -4.18 3.57 0.51
H -4.57 2.10 -1.45
H 0.05 0.34 0.84
H 0.16 -1.14 1.84
*
```

Here are the Mulliken charges for atoms 1 to 2, given in e: atom 1 (C): -0.227, atom 2 (S): -0.162

---

# 2
Here is 4 unconnected molecules or ions with the total composition C35H46INO12S in a non-equilibrium geometry from the Open Molecules 2025 dataset. Energies are from ωB97M-V with the def2-TZVPD basis set.

## Properties
**LUMO energy**: -0.686 eV
**HOMO-LUMO gap**: 7.66 eV
**E_HOMO**: -8.35 eV
**SMILES**: CC(=O)N(C)c1ccc2c(c1Cc1ccccc1C)C(=O)c1cc(CCCCS(=O)(=O)O)c(I)cc1C2=O.OCCO.OCCO.OCCO

ORCA input file:
```
! RIJCOSX wB97M-V def2-TZVPD def2/J DEFGRID3
* xyz 0 1
C 8.27 -1.16 1.29
C 7.05 -0.41 0.65
O 6.66 0.59 1.21
N 6.31 -0.84 -0.53
C 7.17 -1.50 -1.54
C 5.21 -1.68 -0.09
C 5.44 -3.14 0.03
C 4.36 -4.05 0.47
C 3.09 -3.43 0.78
C 2.85 -1.98 0.66
C 3.90 -1.06 0.24
C 3.72 0.47 0.13
C 2.43 0.91 -0.63
C 1.92 0.32 -1.86
C 0.66 0.80 -2.46
C -0.14 1.88 -1.86
C 0.39 2.49 -0.64
C 1.65 2.02 -0.04
C 2.10 2.75 1.27
C 1.41 -1.47 0.99
O 1.18 -0.45 1.59
C 0.27 -2.43 0.51
C -0.97 -1.99 -0.09
C -1.96 -3.00 -0.50
C -3.32 -2.63 -1.21
C -3.53 -1.09 -1.40
C -4.14 -0.42 -0.11
C -5.50 -1.06 0.35
S -6.24 0.09 1.59
O -5.26 0.44 2.62
O -6.73 1.29 0.91
O -7.51 -0.61 2.35
C -1.73 -4.45 -0.28
I -3.13 -5.98 -0.84
C -0.47 -4.90 0.33
C 0.49 -3.87 0.68
C 1.87 -4.30 1.29
O 2.02 -5.20 2.08
H 9.20 -0.61 0.99
H 8.36 -2.24 0.99
H 8.13 -1.15 2.40
H 7.88 -0.78 -2.03
H 6.56 -2.03 -2.32
H 7.83 -2.30 -1.09
H 6.42 -3.62 -0.20
H 4.48 -5.15 0.55
H 3.82 0.90 1.16
H 4.60 0.88 -0.46
H 2.47 -0.51 -2.35
H 0.23 0.35 -3.39
H -1.11 2.23 -2.29
H -0.18 3.32 -0.14
H 3.18 3.04 1.27
H 1.96 2.01 2.11
H 1.46 3.63 1.52
H -1.17 -0.90 -0.26
H -3.32 -3.15 -2.22
H -4.12 -3.14 -0.62
H -2.63 -0.56 -1.80
H -4.33 -0.98 -2.21
H -3.40 -0.54 0.73
H -4.36 0.67 -0.32
H -6.23 -1.26 -0.47
H -5.37 -2.04 0.90
H -7.53 -0.34 3.29
H -0.20 -5.96 0.53
O -2.61 4.17 -0.19
C -3.42 4.75 -1.22
C -3.39 6.26 -1.09
O -2.05 6.73 -1.19
H -3.06 4.31 0.65
H -2.99 4.44 -2.17
H -4.44 4.36 -1.14
H -3.98 6.73 -1.88
H -3.78 6.57 -0.12
H -1.50 6.07 -0.74
O -8.05 -1.84 -1.92
C -8.06 -2.71 -3.05
C -8.70 -2.00 -4.23
O -8.00 -0.80 -4.52
H -8.97 -1.75 -1.62
H -7.02 -2.95 -3.28
H -8.59 -3.63 -2.80
H -8.70 -2.63 -5.12
H -9.74 -1.73 -3.99
H -7.72 -0.44 -3.67
O 6.37 2.71 4.66
C 5.72 3.96 4.50
C 4.50 3.79 3.60
O 3.62 2.83 4.18
H 6.77 2.47 3.81
H 5.42 4.30 5.49
H 6.42 4.69 4.07
H 3.96 4.73 3.48
H 4.80 3.41 2.62
H 4.18 2.16 4.59
*
```

Here are the Mulliken charges for atoms 1 to 2, given in e: atom 1 (C): -1.030, atom 2 (C): 0.555

---

# 3
Here is a molecular structure, Cl4FO16Sr in a non-equilibrium geometry from the Open Molecules 2025 dataset. Energies are from ωB97M-V with the def2-TZVPD basis set.

## Properties
**⟨S²⟩**: 0.7639
**ΔE to the lowest compared entry with this formula, charge and spin**: 0.0 kcal per mole
**LUMO energy (spin up / spin down)**: 4.334 / -0.800 eV
**HOMO-LUMO gap (spin up / spin down)**: 8.65 / 3.51 eV
**E_HOMO (spin up / spin down)**: -4.31 / -4.31 eV

ORCA input file:
```
! RIJCOSX wB97M-V def2-TZVPD def2/J DEFGRID3
* xyz -2 2
Sr 0.37 0.36 0.85
F -1.98 -0.58 0.79
Cl -0.57 -0.89 -3.20
O -0.34 -2.24 -3.57
O -0.09 -0.30 -1.95
O -0.17 -0.14 -4.44
O -1.94 -0.71 -3.06
Cl -0.83 3.48 -1.49
O -0.77 4.96 -1.45
O -0.56 2.92 -0.30
O -2.16 3.10 -1.86
O 0.13 2.99 -2.40
Cl -0.07 0.63 4.43
O 0.62 1.52 3.54
O -1.23 0.05 3.81
O 0.89 -0.59 4.66
O -0.45 1.18 5.71
Cl 1.80 -3.08 -0.01
O 2.01 -1.70 0.50
O 0.47 -3.51 -0.42
O 2.69 -3.40 -1.06
O 2.18 -4.06 0.92
*
```

Here are the Mulliken charges for atoms 1 to 2, given in e: atom 1 (Sr): 1.786, atom 2 (F): -0.911

---

# 4
Here is a single C6H7N3O3 molecule in a non-equilibrium geometry from the Open Molecules 2025 dataset. Energies are from ωB97M-V with the def2-TZVPD basis set.

## Properties
**ΔE to the lowest compared entry with this formula, charge and spin**: 212.7 kcal per mole
**LUMO energy (spin up / spin down)**: 0.291 / 0.291 eV
**HOMO-LUMO gap (spin up / spin down)**: 8.66 / 8.66 eV
**E_HOMO (spin up / spin down)**: -8.37 / -8.37 eV
**SMILES**: [H]/N=C1\ON1/C=C\C(C)=C=[N+]([O-])O

ORCA input file:
```
! RIJCOSX wB97M-V def2-TZVPD def2/J DEFGRID3
* xyz 0 1
H -3.30 1.16 -1.28
N -2.38 0.85 -1.05
C -2.35 0.11 -0.10
O -2.95 -0.59 0.84
N -1.55 -0.91 0.63
C -0.87 -1.99 0.10
C 0.41 -1.76 -0.32
C 1.08 -0.53 -0.12
C 2.64 -0.47 -0.06
C 0.41 0.62 0.18
N 0.25 1.91 0.13
O 0.48 2.54 -0.90
O -0.53 2.52 1.23
H -1.31 -3.04 0.09
H 1.03 -2.56 -0.61
H 2.88 0.57 0.13
H 3.09 -1.11 0.59
H 3.17 -0.71 -1.07
H -0.19 3.36 1.59
*
```

Here are the Mulliken charges for atoms 1 to 2, given in e: atom 1 (H): 0.274, atom 2 (N): -0.438

---

# 5
Here is 2 unconnected molecules or ions with the total composition C5H7F2N2 in a non-equilibrium geometry from the Open Molecules 2025 dataset. Energies are from ωB97M-V with the def2-TZVPD basis set.

## Properties
**ΔE to the lowest compared entry with this formula, charge and spin**: 176.6 kcal per mole
**LUMO energy (spin up / spin down)**: -6.343 / -6.335 eV
**HOMO-LUMO gap (spin up / spin down)**: 6.32 / 6.34 eV
**E_HOMO (spin up / spin down)**: -12.67 / -12.68 eV

ORCA input file:
```
! RIJCOSX wB97M-V def2-TZVPD def2/J DEFGRID3
* xyz 1 1
C 0.00 1.10 0.41
C 1.09 0.56 -0.05
C -2.05 -0.38 0.04
C -1.32 0.47 0.66
C 2.39 -1.55 0.30
N 0.54 -1.33 -1.10
N 1.30 -0.81 -0.34
F -2.91 -1.10 -0.53
F -3.30 2.23 -0.84
H -0.27 2.15 0.24
H 1.89 1.26 -0.16
H -1.75 0.85 1.54
H -3.70 1.86 -1.59
H 3.31 -1.51 -0.17
H 2.64 -1.15 1.20
H 2.13 -2.64 0.39
*
```

Here are the Mulliken charges for atoms 1 to 2, given in e: atom 1 (C): -0.289, atom 2 (C): -0.136

---

# 6
Here is a molecular structure, C28H33BrHfN5O2S in a non-equilibrium geometry from the Open Molecules 2025 dataset. Energies are from ωB97M-V with the def2-TZVPD basis set.

## Properties
**ΔE to the lowest compared entry with this formula, charge and spin**: 17.6 kcal per mole
**LUMO energy**: -9.642 eV
**HOMO-LUMO gap**: 6.45 eV
**E_HOMO**: -16.10 eV

ORCA input file:
```
! RIJCOSX wB97M-V def2-TZVPD def2/J DEFGRID3
* xyz 3 1
Hf -0.50 0.19 -0.41
C -4.07 0.24 0.54
C -2.71 0.85 0.73
C -2.36 2.02 0.02
C -3.38 2.66 -0.88
C -1.09 2.62 0.22
C -0.72 3.84 -0.57
C -0.25 2.16 1.28
C 0.94 2.98 1.70
C -0.65 1.04 2.05
C 0.06 0.70 3.34
C -1.83 0.32 1.71
C -2.26 -0.85 2.55
H -4.06 -0.84 0.65
H -4.49 0.47 -0.43
H -4.74 0.64 1.30
H -3.49 2.13 -1.82
H -3.14 3.70 -1.10
H -4.35 2.65 -0.38
H -1.04 4.74 -0.03
H -1.19 3.85 -1.55
H 0.36 3.93 -0.72
H 1.76 2.36 2.05
H 0.64 3.63 2.52
H 1.32 3.61 0.90
H -0.57 1.08 4.15
H 1.03 1.17 3.42
H 0.18 -0.36 3.50
H -1.42 -1.38 2.98
H -2.86 -1.56 1.99
H -2.87 -0.48 3.38
N -3.84 -3.00 -7.22
C -3.30 -2.48 -6.12
C -3.56 -3.06 -4.85
C -3.02 -2.52 -3.72
C -2.20 -1.37 -3.85
C -1.91 -0.79 -5.11
C -2.46 -1.34 -6.22
S -1.49 -0.76 -2.50
O -1.39 0.73 -2.42
O -2.17 -1.14 -1.22
N 0.07 -1.07 -2.11
C 0.24 -2.25 -1.33
N 0.07 -1.98 -0.02
C 0.12 -3.01 0.83
C 0.38 -4.28 0.37
C 0.59 -4.44 -1.00
N 0.51 -3.42 -1.86
H -4.44 -3.81 -7.17
H -3.68 -2.61 -8.13
H -4.20 -3.93 -4.77
H -3.23 -2.95 -2.75
H -1.28 0.09 -5.19
H -2.26 -0.90 -7.19
H -0.02 -2.80 1.88
H 0.43 -5.11 1.05
H 0.82 -5.41 -1.42
C 2.73 2.59 -4.29
C 2.71 1.89 -2.96
C 3.86 1.37 -2.38
C 3.81 0.72 -1.15
C 2.58 0.61 -0.55
Br 2.40 -0.24 1.13
N 1.45 1.10 -1.07
C 1.54 1.74 -2.26
H 3.65 3.17 -4.42
H 1.89 3.27 -4.41
H 2.69 1.86 -5.10
H 4.81 1.46 -2.89
H 4.69 0.32 -0.68
H 0.61 2.12 -2.65
*
```

Here are the Mulliken charges for atoms 1 to 2, given in e: atom 1 (Hf): 0.005, atom 2 (C): -2.142

---

# 7
Here is a single C3H5NO2 molecule from the Open Molecules 2025 dataset. Energies are from ωB97M-V with the def2-TZVPD basis set.

## Properties
**ΔE to the lowest compared entry with this formula, charge and spin**: 10.4 kcal per mole
**LUMO energy**: 0.707 eV
**HOMO-LUMO gap**: 10.60 eV
**E_HOMO**: -9.89 eV
**SMILES**: NC(=O)CC=O

ORCA input file:
```
! RIJCOSX wB97M-V def2-TZVPD def2/J DEFGRID3
* xyz 0 1
N 1.65 0.36 0.90
C 0.63 -0.41 0.42
O 0.65 -1.63 0.48
C -0.57 0.37 -0.10
C -1.46 -0.42 -1.03
O -2.15 0.12 -1.86
H 1.76 1.33 0.66
H 2.47 -0.16 1.18
H -0.31 1.33 -0.56
H -1.20 0.61 0.77
H -1.47 -1.51 -0.86
*
```

Here are the Mulliken charges for atoms 1 to 2, given in e: atom 1 (N): -0.392, atom 2 (C): 0.516

---

# 8
Here is a molecular structure, C30H47Cl3N3O6SiV in a non-equilibrium geometry from the Open Molecules 2025 dataset. Energies are from ωB97M-V with the def2-TZVPD basis set.

## Properties
**⟨S²⟩**: 3.7574
**ΔE to the lowest compared entry with this formula, charge and spin**: 57.2 kcal per mole
**LUMO energy (spin up / spin down)**: 2.102 / 2.098 eV
**HOMO-LUMO gap (spin up / spin down)**: 5.59 / 5.78 eV
**E_HOMO (spin up / spin down)**: -3.49 / -3.68 eV

ORCA input file:
```
! RIJCOSX wB97M-V def2-TZVPD def2/J DEFGRID3
* xyz -1 4
C -1.30 -0.27 -4.81
C -0.80 -1.42 -3.99
H -0.48 0.32 -5.25
H -1.87 0.45 -4.19
H -1.94 -0.64 -5.62
C -0.21 -2.49 -4.56
C 0.18 -2.50 -6.00
H -0.14 -3.44 -4.02
H 0.70 -1.57 -6.30
H -0.69 -2.64 -6.67
H 0.89 -3.32 -6.18
V -0.51 0.89 0.39
Cl -2.11 1.82 -1.01
C 0.63 -1.66 1.42
O 0.97 -0.55 0.96
N 1.38 -2.37 2.24
C 2.77 -2.02 2.46
C 0.80 -3.48 2.97
H -0.35 -2.09 1.13
H 2.94 -0.99 2.13
H 3.43 -2.69 1.89
H 2.99 -2.12 3.53
H -0.23 -3.22 3.21
H 1.38 -3.62 3.89
H 0.80 -4.39 2.36
H 1.78 3.02 4.90
H -0.05 4.15 5.70
C 1.35 2.58 4.00
C -0.27 4.37 4.65
N 0.04 3.20 3.85
H 1.26 1.49 4.14
C -0.74 2.80 2.85
O -0.43 1.81 2.14
H -1.33 4.59 4.50
H -1.66 3.39 2.69
H 1.99 2.79 3.13
H 0.34 5.24 4.37
H 1.94 -0.23 -3.40
H 3.11 -3.04 -3.14
C 3.02 -0.31 -3.24
C 3.78 -2.54 -2.45
N 3.26 -1.22 -2.13
H 3.42 0.68 -3.01
C 3.72 -0.71 -0.92
O 4.28 0.36 -0.72
H 3.84 -3.12 -1.52
H 3.53 -1.47 -0.12
H 3.49 -0.73 -4.14
H 4.78 -2.46 -2.90
O -0.13 -0.08 -2.34
C -0.90 -1.19 -2.49
C 0.64 -2.94 -1.44
C -0.64 -2.42 -1.55
H 1.45 -2.42 -1.95
C 0.89 -4.11 -0.69
H -1.99 -1.04 -2.35
C -1.69 -3.06 -0.88
H 1.91 -4.51 -0.62
C -0.18 -4.77 -0.07
C -1.47 -4.24 -0.16
H -2.71 -2.66 -0.96
H 0.00 -5.70 0.49
H -2.30 -4.75 0.34
Si 0.59 3.53 -1.42
Cl 1.32 1.62 -0.44
C 2.23 4.41 -1.08
C -0.63 4.50 -0.38
C 0.32 3.48 -3.22
H 2.84 3.93 -0.32
H 2.03 5.45 -0.76
H 2.83 4.46 -1.99
H 1.17 3.01 -3.73
H 0.24 4.53 -3.54
H -0.61 2.94 -3.46
H -0.36 4.53 0.69
H -1.66 4.10 -0.44
H -0.62 5.54 -0.77
Cl -6.95 1.99 4.75
C -5.54 1.30 4.07
C -4.60 0.68 4.90
C -3.47 0.09 4.33
C -3.27 0.14 2.95
C -4.18 0.83 2.13
C -5.35 1.36 2.68
C -2.08 -0.56 2.35
O -1.28 -1.20 3.07
O -1.96 -0.42 1.05
H -4.76 0.65 5.98
H -2.75 -0.42 4.96
H -3.97 0.94 1.06
H -6.10 1.83 2.05
*
```

Here are the Mulliken charges for atoms 1 to 2, given in e: atom 1 (C): -1.658, atom 2 (C): 0.264